# C9H14

A cluster of 2 separate species, C9H14 in total (wB97M-V/def2-TZVPD, the Open Molecules 2025 dataset).

total energy = -351.3271 Ha
E_HOMO = -9.1 eV
SMILES = Cc1ccccc1.CC

```
! RIJCOSX wB97M-V def2-TZVPD def2/J DEFGRID3
* xyz 0 1
C 2.01 0.87 -1.88
C 1.17 -0.14 -1.13
C -0.21 -0.16 -1.34
C -1.03 -1.04 -0.66
C -0.46 -1.92 0.25
C 0.90 -1.91 0.46
C 1.72 -1.02 -0.22
H 2.98 0.99 -1.40
H 1.55 1.86 -1.88
H 2.20 0.58 -2.91
H -0.63 0.53 -2.06
H -2.10 -1.08 -0.86
H -1.07 -2.62 0.81
H 1.33 -2.61 1.17
H 2.79 -1.03 -0.04
C -2.33 1.50 1.82
C -1.23 2.51 2.06
H -3.03 1.45 2.66
H -2.93 1.71 0.93
H -1.93 0.49 1.71
H -1.54 3.55 1.90
H -0.82 2.45 3.07
H -0.40 2.35 1.36
*
```